[1]
An isolated molecule of C24H33N3O3. Source: the OMol25 dataset; level of theory: ωB97M-V with the def2-TZVPD basis set.

LUMO level = 0.723 eV
gap between HOMO and LUMO = 9.1 eV
energy above the lowest of the compared OMol25 structures with the same formula, charge and spin = 22.3 kcal/mol

Each line ends with the Mulliken charge.
Atoms and positions in Å:
C 2.659 -4.468 -1.583  -1.453
C 1.973 -3.117 -1.753  -0.255
C 2.792 -1.968 -1.150  0.151
C 3.940 -1.566 -2.073  -1.574
C 1.939 -0.728 -0.836  -0.519
N 0.995 -1.020 0.231  0.063
C 0.587 -0.111 1.132  0.664
O 0.832 1.077 1.070  -0.759
O -0.144 -0.696 2.098  -0.392
C -0.579 0.145 3.174  -0.699
C 0.428 0.144 4.295  0.476
C 1.530 0.989 4.240  -0.239
C 2.476 0.968 5.250  -0.685
C 2.327 0.106 6.323  -0.397
C 1.233 -0.740 6.382  -0.588
C 0.289 -0.723 5.370  -0.476
C 1.184 -0.142 -2.051  0.483
O 1.048 -0.705 -3.117  -0.673
N 0.716 1.093 -1.792  0.147
C -0.190 1.760 -2.700  -2.001
C -1.599 1.143 -2.604  -0.595
C -2.122 1.121 -1.181  0.480
C -2.745 -0.028 -0.707  -0.069
C -3.304 -0.066 0.558  -0.798
C -3.250 1.052 1.371  -0.506
C -2.614 2.195 0.919  -0.966
C -2.052 2.229 -0.345  0.196
N -2.508 1.766 -3.565  0.115
C -2.921 3.117 -3.250  -0.899
C -3.654 0.932 -3.859  -0.848
H 3.619 -4.486 -2.091  0.307
H 2.041 -5.258 -2.003  0.404
H 2.825 -4.688 -0.530  0.346
H 1.807 -2.915 -2.810  0.240
H 0.991 -3.165 -1.277  0.399
H 3.212 -2.306 -0.194  0.455
H 4.585 -2.417 -2.271  0.444
H 4.542 -0.780 -1.621  0.425
H 3.545 -1.203 -3.018  0.300
H 2.597 0.069 -0.463  0.325
H 0.707 -1.976 0.366  0.313
H -1.531 -0.278 3.499  0.478
H -0.727 1.157 2.787  0.288
H 1.643 1.657 3.399  0.446
H 3.329 1.628 5.200  0.384
H 3.064 0.093 7.113  0.381
H 1.114 -1.414 7.217  0.381
H -0.563 -1.386 5.415  0.381
H 0.758 1.428 -0.835  0.309
H -0.185 2.823 -2.463  0.506
H 0.172 1.619 -3.721  0.293
H -1.485 0.105 -2.937  0.775
H -2.789 -0.906 -1.338  0.439
H -3.784 -0.969 0.907  0.405
H -3.696 1.032 2.355  0.518
H -2.555 3.068 1.554  0.416
H -1.555 3.129 -0.672  0.327
H -2.048 3.745 -3.091  0.273
H -3.573 3.178 -2.365  0.291
H -3.469 3.511 -4.105  0.419
H -4.211 1.385 -4.679  0.389
H -3.312 -0.051 -4.177  0.271
H -4.334 0.812 -3.002  0.287



[2]
A cluster of 8 separate species, C24H34Cl4F2O18 in total at a distorted geometry. Source: the OMol25 dataset; level of theory: ωB97M-V with the def2-TZVPD basis set.

LUMO level = -0.171 eV
gap between HOMO and LUMO = 10.5 eV
energy above the lowest of the compared OMol25 structures with the same formula, charge and spin = 132.4 kcal/mol

Each line ends with the Mulliken charge.
Atoms and positions in Å:
O -1.581 -6.473 -5.731  -0.630
C -0.934 -5.445 -5.492  0.724
O -0.786 -5.003 -4.285  -0.291
C 0.046 -3.942 -4.238  -0.325
C -0.161 -3.513 -5.659  0.293
F 0.874 -2.826 -6.267  -0.290
O -0.361 -4.747 -6.293  -0.239
H -0.320 -3.157 -3.576  0.245
H 1.057 -4.214 -3.935  0.260
H -1.001 -2.832 -5.792  0.251
O 6.391 0.844 6.220  -0.587
C 5.154 0.737 6.303  0.673
O 4.251 0.929 5.328  -0.311
C 3.013 1.318 5.820  -0.429
C 3.122 0.617 7.164  0.261
F 2.729 -0.679 7.013  -0.279
O 4.524 0.561 7.387  -0.297
H 2.916 2.352 6.152  0.295
H 2.157 1.185 5.157  0.353
H 2.498 1.093 7.921  0.319
C -0.074 2.429 -4.929  -1.489
C -0.526 3.376 -6.100  0.459
C -1.945 3.044 -6.564  -0.329
O -2.636 4.235 -6.324  -0.304
C -1.764 5.180 -5.906  0.629
O -2.128 6.307 -5.599  -0.548
O -0.431 4.740 -5.790  -0.332
H 0.862 2.773 -4.488  0.348
H -0.165 1.360 -5.119  0.379
H -0.845 2.533 -4.166  0.393
H 0.132 3.219 -6.954  0.245
H -2.203 2.237 -5.879  0.253
H -1.971 2.742 -7.611  0.300
C 6.207 4.616 2.782  -1.399
C 5.730 4.402 1.384  0.470
C 5.852 3.012 0.859  -0.318
O 4.588 2.991 0.096  -0.286
C 3.827 3.987 0.505  0.647
O 2.685 4.131 0.107  -0.616
O 4.406 4.779 1.399  -0.302
H 5.652 4.024 3.510  0.290
H 6.048 5.685 2.918  0.343
H 7.221 4.290 3.015  0.392
H 6.249 4.998 0.633  0.252
H 5.814 2.332 1.710  0.213
H 6.766 2.756 0.325  0.315
C 2.005 -5.016 4.131  -1.331
C 1.278 -6.010 5.102  0.339
C 0.306 -5.468 6.105  -0.349
O -0.908 -6.171 5.986  -0.318
C -0.864 -7.028 5.076  0.744
O -1.762 -7.785 4.785  -0.587
O 0.294 -6.876 4.435  -0.397
H 1.384 -4.460 3.428  0.343
H 2.494 -5.681 3.419  0.366
H 2.769 -4.388 4.589  0.367
H 1.894 -6.802 5.529  0.279
H 0.207 -4.396 5.937  0.264
H 0.761 -5.537 7.093  0.283
C -7.863 -1.626 -2.650  -1.190
C -7.024 -0.326 -2.107  0.231
C -6.465 -0.632 -0.688  -0.455
O -5.017 -0.793 -0.828  -0.323
C -4.723 -0.708 -2.225  0.640
O -3.604 -0.725 -2.666  -0.535
O -5.843 -0.404 -2.927  -0.341
H -7.990 -1.412 -3.711  0.353
H -8.772 -1.653 -2.049  0.378
H -7.243 -2.515 -2.530  0.329
H -7.544 0.632 -2.106  0.351
H -6.810 -1.603 -0.331  0.242
H -6.625 0.102 0.101  0.313
Cl -4.343 4.202 -0.664  -0.127
C -3.295 5.032 0.356  -0.174
Cl -3.118 6.669 -0.066  -0.149
H -3.642 5.031 1.389  0.262
H -2.361 4.475 0.289  0.193
Cl 1.527 -0.533 -0.971  -0.173
C 0.270 -0.084 0.214  -0.168
Cl -0.425 -1.519 0.818  -0.143
H 0.650 0.565 1.003  0.257
H -0.534 0.459 -0.282  0.229



[3]
A cluster of 18 separate species, C24H34Cl51O8PS in total at a distorted geometry. Source: the OMol25 dataset; level of theory: ωB97M-V with the def2-TZVPD basis set.

LUMO level = 0.051 eV
gap between HOMO and LUMO = 9.5 eV

Each line ends with the Mulliken charge.
Atoms and positions in Å:
C -3.080 1.414 -1.035  -0.004
O -2.784 0.338 -2.018  -0.265
C -1.420 -0.160 -1.781  -0.220
C -0.300 0.452 -2.865  0.597
O -0.025 -0.632 -3.801  -0.293
C 0.549 -0.202 -5.076  -0.096
C -0.471 0.768 -5.983  0.061
C -0.081 0.694 -7.574  -0.543
C -1.168 -0.093 -8.518  0.143
S -1.070 -1.965 -8.442  1.161
O -1.202 -2.565 -7.017  -0.546
O -2.308 -2.518 -9.249  -0.664
O 0.322 -2.566 -9.275  -0.451
P 2.330 0.483 -5.001  0.970
O 3.300 -0.804 -5.055  -0.723
O 2.790 1.488 -6.353  -0.489
O 2.749 1.342 -3.554  -0.450
H -3.565 0.930 -0.082  0.164
H -3.843 2.145 -1.588  -0.009
H -2.139 2.042 -0.723  0.070
H -1.346 -1.352 -1.799  0.127
H -1.062 0.144 -0.687  -0.016
H 0.597 0.800 -2.199  -0.242
H -0.800 1.410 -3.305  0.130
H 0.630 -1.196 -5.737  0.110
H -1.597 0.427 -5.795  -0.193
H -0.420 1.887 -5.624  0.421
H 0.968 0.155 -7.752  0.233
H 0.032 1.803 -7.993  0.283
H -0.908 0.213 -9.642  0.392
H -2.277 0.232 -8.300  -0.394
H -0.040 -3.237 -9.947  0.349
H 3.470 2.168 -6.028  0.326
H 3.039 0.713 -2.817  0.207
C 1.369 2.147 0.906  -0.347
Cl 2.492 2.416 -0.438  0.016
Cl -0.065 3.173 0.732  -0.121
Cl 0.906 0.440 0.997  -0.045
H 1.875 2.417 1.837  0.550
C 2.570 -2.857 -0.036  -0.461
Cl 0.886 -3.405 -0.094  0.027
Cl 3.674 -4.203 -0.366  0.028
Cl 2.834 -1.538 -1.189  0.088
H 2.775 -2.482 0.970  0.269
C -5.184 0.736 -5.994  0.503
Cl -6.588 -0.332 -5.828  -0.109
Cl -4.171 0.662 -4.543  -0.014
Cl -4.243 0.308 -7.433  -0.275
H -5.544 1.762 -6.111  -0.232
C 5.851 4.687 0.429  -0.043
Cl 5.581 4.126 -1.230  -0.083
Cl 4.952 6.184 0.733  -0.123
Cl 5.386 3.435 1.593  -0.083
H 6.917 4.895 0.553  0.342
C -4.737 3.470 2.127  -0.118
Cl -3.006 3.533 1.756  -0.030
Cl -5.614 2.600 0.857  -0.102
Cl -5.009 2.708 3.703  -0.096
H -5.118 4.494 2.169  0.337
C 6.459 -5.400 2.269  0.731
Cl 6.859 -6.527 3.577  -0.112
Cl 5.372 -4.129 2.855  -0.050
Cl 7.932 -4.693 1.585  -0.120
H 5.945 -5.956 1.481  -0.493
C -1.767 0.601 5.239  0.002
Cl -0.524 0.764 6.491  -0.091
Cl -1.064 0.838 3.630  0.042
Cl -2.554 -0.983 5.347  -0.135
H -2.523 1.373 5.402  0.168
C 6.579 -0.253 0.111  -0.261
Cl 7.702 0.015 -1.233  -0.139
Cl 5.145 0.772 -0.062  0.050
Cl 6.116 -1.961 0.203  0.032
H 7.085 0.016 1.042  0.313
C -0.939 2.348 10.577  0.341
Cl -2.325 1.898 9.570  -0.103
Cl 0.543 1.588 9.973  -0.105
Cl -0.756 4.110 10.632  -0.104
H -1.120 1.989 11.594  -0.028
C 7.043 -6.134 -1.999  0.311
Cl 8.680 -6.711 -1.643  -0.116
Cl 6.722 -6.209 -3.740  -0.124
Cl 5.842 -7.079 -1.103  -0.117
H 6.969 -5.091 -1.680  0.047
C -7.886 3.048 -4.476  -0.079
Cl -6.643 3.212 -3.224  -0.047
Cl -7.183 3.286 -6.085  -0.150
Cl -8.673 1.464 -4.369  -0.095
H -8.643 3.820 -4.314  0.390
C 1.540 -0.249 13.533  0.019
Cl 2.663 0.019 12.189  -0.115
Cl 0.106 0.776 13.359  -0.100
Cl 1.077 -1.957 13.624  -0.119
H 2.046 0.020 14.463  0.313
C -3.320 -3.911 0.929  -0.093
Cl -3.024 -2.440 1.872  -0.053
Cl -4.623 -3.647 -0.242  -0.114
Cl -1.839 -4.430 0.106  -0.095
H -3.628 -4.704 1.615  0.365
C -3.781 5.650 13.262  0.001
Cl -3.680 4.330 12.085  -0.067
Cl -3.624 5.026 14.913  -0.125
Cl -2.538 6.870 12.937  -0.120
H -4.762 6.123 13.165  0.310
C 3.015 -7.528 3.504  -0.022
Cl 4.138 -7.259 2.160  -0.009
Cl 1.580 -6.503 3.330  -0.091
Cl 2.551 -9.236 3.595  -0.128
H 3.520 -7.258 4.434  0.267
C 3.006 -1.085 -11.522  0.213
Cl 3.302 0.386 -10.579  -0.119
Cl 1.703 -0.821 -12.693  -0.135
Cl 4.486 -1.604 -12.345  -0.130
H 2.697 -1.878 -10.836  0.162
C -7.792 4.317 6.456  -0.017
Cl -6.174 4.204 7.169  -0.103
Cl -7.686 4.726 4.735  -0.097
Cl -8.678 2.799 6.681  -0.120
H -8.338 5.114 6.966  0.338